[1]
Formula: C2H2N2O2
Source: the Open Molecules 2025 dataset
Level of theory: ωB97M-V with the def2-TZVPD basis set

Properties
relative energy (zero: lowest compared OMol25 entry of this formula, charge and spin): 338.4 kJ/mol
total charge: 0
maximum force: 5.27 eV Å⁻¹
E_tot: -9178.2788 eV
HOMO: -10.54 eV

Positions of all 8 atoms, in Å:
C1 -2.7555 0.2959 0.2077
C2 2.7337 0.2235 -0.3138
N1 -1.9827 -0.5193 -0.1400
N2 1.9027 0.1389 0.5783
O1 3.6299 0.4761 -0.9962
O2 -1.0555 -1.2156 -0.2321
H1 -3.5161 1.0029 0.1854
H2 1.0435 -0.4024 0.7107

[2]
Formula: C10H19N2
Source: the Open Molecules 2025 dataset
Level of theory: ωB97M-V with the def2-TZVPD basis set

Properties
relative energy (zero: lowest compared OMol25 entry of this formula, charge and spin): 518.0 kJ/mol
total charge: +1
maximum force: 4.24 eV Å⁻¹
E_tot: -13647.5531 eV
HOMO: -12.02 eV

Positions of all 31 atoms, in Å:
C1 0.3703 0.3868 0.1721
C2 0.6996 1.5572 -0.2012
C3 -2.7904 -0.0692 -0.1723
C4 2.1552 1.5921 -0.5108
C5 2.6128 0.2050 -0.9050
C6 2.1964 -0.8166 0.1679
C7 0.6495 -0.9628 0.4924
C8 -0.1973 2.7775 -0.3555
C9 0.3083 -1.2420 2.0035
C10 0.1274 -2.0856 -0.3975
N1 -3.6534 0.7080 0.4576
N2 -3.3071 -1.0113 -0.9851
H1 2.4479 2.2906 -1.1985
H2 2.6907 1.7379 0.4809
H3 2.1216 -0.1057 -1.8039
H4 3.7169 0.1481 -0.8350
H5 2.3982 -1.9396 -0.0018
H6 2.7048 -0.5720 1.0580
H7 -0.2895 2.8290 -1.4600
H8 0.3657 3.5737 0.1087
H9 -1.1355 2.5651 0.0296
H10 0.6510 -0.3380 2.3688
H11 0.7117 -2.0751 2.4481
H12 -0.8105 -1.2355 2.1171
H13 0.6268 -3.0770 -0.0993
H14 0.4448 -1.9810 -1.4309
H15 -0.9010 -2.1423 -0.5490
H16 -3.3184 1.3558 1.2435
H17 -4.6657 0.5567 0.6515
H18 -2.6966 -1.6199 -1.5178
H19 -4.2341 -1.0101 -1.3759

[3]
Formula: C2H3N3O3
Source: the Open Molecules 2025 dataset
Level of theory: ωB97M-V with the def2-TZVPD basis set

Properties
relative energy (zero: lowest compared OMol25 entry of this formula, charge and spin): 586.4 kJ/mol
total charge: 0
maximum force: 7.68 eV Å⁻¹
E_tot: -12727.8799 eV
HOMO: -10.19 eV

Positions of all 11 atoms, in Å:
C1 0.3462 1.4870 0.1141
C2 -0.0204 -0.4049 1.1728
H1 -0.3002 0.2377 -2.5006
H2 0.3767 2.5959 -0.1212
H3 1.0447 -2.0669 -0.4962
N1 0.4295 0.5763 -0.8044
N2 0.1294 1.0525 1.2855
N3 -0.3873 -0.4818 -0.2557
O1 -0.2714 1.2169 -1.8317
O2 -0.0075 -1.3778 1.8423
O3 -0.2557 -1.7502 -0.7834

[4]
Formula: C33H53BN3O4P2ReS
Source: the Open Molecules 2025 dataset
Level of theory: ωB97M-V with the def2-TZVPD basis set

Properties
2S+1: 2
relative energy (zero: lowest compared OMol25 entry of this formula, charge and spin): 45.8 kJ/mol
total charge: +1
maximum force: 1.52 eV Å⁻¹
E_tot: -79956.2543 eV
HOMO (alpha / beta): -10.77 / -10.81 eV

Positions of all 98 atoms, in Å:
Re1 0.6177 -0.4740 0.4205
C1 -3.1993 -3.7226 -0.5090
C2 -1.6925 -3.4535 -0.3095
C3 -1.0891 -4.6951 0.3624
C4 -1.0639 -3.2630 -1.6896
P1 -1.4967 -1.8363 0.6254
C5 -2.9679 -0.8964 0.0495
N1 -2.5575 0.4533 0.2759
B1 -1.1946 0.8049 0.5390
N2 -1.2654 2.1899 0.8846
C6 -0.1174 2.9433 1.2830
P2 1.2755 2.0469 0.4763
C7 1.3413 2.9369 -1.1791
C8 1.4116 4.4618 -1.0244
C9 2.5409 2.4993 -2.0152
C10 0.0451 2.6064 -1.9350
C11 2.6461 2.4771 1.6837
C12 2.6182 3.9741 2.0399
C13 4.0731 2.1416 1.2419
C14 2.3117 1.6719 2.9506
C15 -2.5770 2.6399 0.8257
C16 -3.1271 3.8878 1.0805
C17 -4.4983 4.0275 0.9296
C18 -5.2988 2.9506 0.5416
C19 -4.7529 1.7007 0.2895
C20 -3.3806 1.5587 0.4338
C21 -1.7847 -2.0720 2.4564
C22 -2.0226 -0.7077 3.1237
C23 -3.0116 -2.9494 2.7440
C24 -0.5455 -2.7017 3.1040
H1 -3.2964 -4.7325 -0.9125
H2 -3.6582 -3.0476 -1.2324
H3 -3.7742 -3.6898 0.4162
H4 -1.1865 -5.5187 -0.3502
H5 -1.6439 -4.9880 1.2547
H6 -0.0398 -4.5926 0.6130
H7 -1.3960 -4.0789 -2.3372
H8 0.0214 -3.2813 -1.6422
H9 -1.3850 -2.3293 -2.1580
H10 -3.8560 -1.1536 0.6336
H11 -3.1820 -1.1077 -0.9999
H12 0.0122 2.9492 2.3675
H13 -0.1713 3.9814 0.9536
H14 2.3007 4.7896 -0.4885
H15 0.5286 4.8944 -0.5524
H16 1.4697 4.8842 -2.0312
H17 3.4725 2.9180 -1.6418
H18 2.3935 2.8694 -3.0336
H19 2.6659 1.4278 -2.0665
H20 -0.8342 3.0416 -1.4573
H21 -0.1266 1.5362 -2.0454
H22 0.1276 3.0313 -2.9391
H23 3.0740 4.5805 1.2595
H24 3.2236 4.1079 2.9398
H25 1.6268 4.3731 2.2585
H26 4.3533 2.6312 0.3122
H27 4.2290 1.0775 1.1202
H28 4.7451 2.5052 2.0238
H29 1.4730 2.0877 3.5132
H30 3.1830 1.6806 3.6091
H31 2.0966 0.6264 2.7252
H32 -2.5119 4.7221 1.3949
H33 -4.9599 4.9877 1.1191
H34 -6.3657 3.0967 0.4369
H35 -5.3741 0.8673 -0.0149
H36 -2.9284 -0.2097 2.7730
H37 -1.1832 -0.0183 2.9864
H38 -2.1279 -0.8777 4.1979
H39 -3.9259 -2.5523 2.2988
H40 -3.1644 -2.9685 3.8256
H41 -2.8805 -3.9788 2.4159
H42 0.3108 -2.0146 3.0766
H43 -0.2401 -3.6409 2.6456
H44 -0.7668 -2.8866 4.1573
C25 0.2659 -1.4776 -5.8224
C26 1.0582 -1.3876 -4.5498
C27 0.5588 -0.7197 -3.4412
C28 1.3137 -0.6536 -2.2806
C29 2.5693 -1.2136 -2.1857
C30 3.0786 -1.8719 -3.3035
C31 2.3246 -1.9689 -4.4552
S1 3.6861 -1.0208 -0.8171
O1 4.4757 0.1237 -1.1677
O2 4.3642 -2.2729 -0.6306
N3 2.7346 -0.7336 0.4649
C32 2.9256 -1.7266 1.5381
C33 2.0224 -2.8870 1.2478
O3 2.1554 -4.0311 1.5792
O4 0.9360 -2.4659 0.5512
H45 -0.7247 -1.0393 -5.7082
H46 0.1455 -2.5171 -6.1311
H47 0.7765 -0.9547 -6.6329
H48 -0.4123 -0.2437 -3.4892
H49 0.8294 -0.0161 -1.4878
H50 4.0645 -2.3185 -3.2496
H51 2.7289 -2.5014 -5.3089
H52 2.6006 -1.2675 2.4810
H53 3.9560 -2.0348 1.6745

[5]
Formula: C5H11ClO
Source: the Open Molecules 2025 dataset
Level of theory: ωB97M-V with the def2-TZVPD basis set

Properties
relative energy (zero: lowest compared OMol25 entry of this formula, charge and spin): 81.9 kJ/mol
total charge: 0
maximum force: 3.98 eV Å⁻¹
E_tot: -19932.2101 eV
HOMO: -10.15 eV

Positions of all 18 atoms, in Å:
C1 -1.6966 -1.8929 0.5791
C2 0.8132 1.0031 -1.3451
C3 1.3749 1.3834 1.0526
C4 -1.3587 -0.6393 -0.1792
C5 0.8144 0.4293 0.0706
O1 -0.5472 0.1579 0.6307
Cl1 1.6470 -1.3124 -0.0633
H1 -0.8219 -2.4839 0.7940
H2 -2.1385 -1.5716 1.5490
H3 -2.3516 -2.5891 -0.0750
H4 1.0436 0.2067 -2.1532
H5 -0.1359 1.5575 -1.5777
H6 1.7113 1.7159 -1.4311
H7 1.2891 1.0254 1.9877
H8 0.8116 2.3585 0.8192
H9 2.5035 1.5498 1.0478
H10 -2.1689 -0.0529 -0.5484
H11 -0.7892 -0.8455 -1.1578

[6]
Formula: C20H21ClF3N5O
Source: the Open Molecules 2025 dataset
Level of theory: ωB97M-V with the def2-TZVPD basis set

Properties
total charge: 0
maximum force: 0.73 eV Å⁻¹
E_tot: -51254.5083 eV
HOMO: -7.70 eV

Positions of all 51 atoms, in Å:
C1 5.1625 -0.1111 -5.4750
N1 4.8496 -0.2904 -4.0838
C2 3.8189 -1.0217 -3.6699
N2 3.4798 -1.1104 -2.4337
C3 2.4915 -2.0072 -2.0765
O1 2.2260 -3.0101 -2.7198
C4 1.8255 -1.6705 -0.8024
C5 2.1884 -0.5628 -0.0398
C6 1.5424 -0.2800 1.1421
C7 0.4942 -1.0875 1.6087
C8 0.1351 -2.1997 0.8366
C9 0.7924 -2.4821 -0.3397
H1 0.5085 -3.3388 -0.9329
H2 -0.6706 -2.8493 1.1421
N3 -0.1046 -0.7941 2.8166
C10 -1.0580 -1.6734 3.4382
H3 -0.8424 -2.7086 3.1781
C11 -2.4965 -1.3118 3.0177
N4 -2.6262 0.1346 2.9784
C12 -3.2423 0.8079 1.9816
N5 -2.8036 2.0539 1.7580
C13 -3.3286 2.8028 0.8160
C14 -4.3490 2.3611 -0.0122
C15 -4.8781 1.0911 0.2289
C16 -4.3425 0.3153 1.2306
Cl1 -5.1425 -1.1826 1.5809
H4 -5.7128 0.7290 -0.3517
C17 -4.9348 3.2284 -1.0791
F1 -4.1027 4.2035 -1.4728
F2 -5.2694 2.5387 -2.1820
F3 -6.0660 3.8450 -0.6742
H5 -2.9058 3.7925 0.7129
C18 -1.6532 0.8293 3.7942
H6 -1.7560 0.4654 4.8197
C19 -0.2347 0.5833 3.2558
H7 -0.0693 1.2493 2.4064
H8 0.5009 0.8149 4.0380
H9 -1.8758 1.8943 3.7690
H10 -3.2160 -1.7477 3.7208
H11 -2.6843 -1.7154 2.0226
H12 -0.9449 -1.5807 4.5233
H13 1.8693 0.5640 1.7297
H14 2.9951 0.0660 -0.3824
H15 3.2469 -1.5153 -4.4641
C20 5.6999 0.3893 -3.1400
H16 5.3429 0.1561 -2.1403
H17 5.6628 1.4692 -3.3028
H18 6.7332 0.0525 -3.2500
H19 4.4672 -0.6755 -6.0924
H20 5.0986 0.9469 -5.7469
H21 6.1790 -0.4574 -5.6820

[7]
Formula: C5H7F2NO2
Source: the Open Molecules 2025 dataset
Level of theory: ωB97M-V with the def2-TZVPD basis set

Properties
2S+1: 3
relative energy (zero: lowest compared OMol25 entry of this formula, charge and spin): 0.0 kJ/mol
total charge: 0
maximum force: 6.31 eV Å⁻¹
E_tot: -16313.8946 eV
HOMO (alpha / beta): -6.16 / -10.51 eV

Positions of all 17 atoms, in Å:
C1 -1.9722 -0.8976 0.2154
C2 -0.3650 0.9312 -1.3300
C3 1.3792 0.8595 0.2514
C4 2.0939 -0.3669 -0.3088
C5 -0.9696 0.1120 0.8734
N1 -0.0613 0.7318 -0.0924
O1 -3.1147 -0.5771 0.0091
O2 -1.4539 -2.0844 -0.1073
F1 1.3238 -1.5040 -0.3332
F2 3.1264 -0.7396 0.4822
H1 0.3284 1.4911 -1.9412
H2 -1.3102 0.8346 -1.8925
H3 1.4942 1.0867 1.2880
H4 1.7307 1.8524 -0.1936
H5 -0.1957 -0.3811 1.5953
H6 -1.5873 0.8836 1.3659
H7 -0.4468 -2.2321 0.1183

[8]
Formula: C3H4CdLiO3
Source: the Open Molecules 2025 dataset
Level of theory: ωB97M-V with the def2-TZVPD basis set

Properties
relative energy (zero: lowest compared OMol25 entry of this formula, charge and spin): 341.4 kJ/mol
total charge: +1
maximum force: 5.48 eV Å⁻¹
E_tot: -14073.9307 eV
HOMO (alpha / beta): -10.14 / -9.82 eV

Positions of all 12 atoms, in Å:
H1 -1.8619 -1.0073 1.3889
C1 -1.6634 -0.9289 0.3040
C2 -0.4234 -1.6988 -0.0627
O1 0.6708 -0.7607 0.1253
C3 1.9636 -0.4599 -0.5179
O2 2.4202 0.6332 0.1359
Cd1 0.1054 1.1793 0.1704
O3 -1.6511 0.4624 -0.0482
H2 -2.4938 -1.4490 -0.2104
H3 -0.4340 -1.8828 -1.1522
H4 3.3189 0.8739 -0.1240
Li1 -3.1696 1.1937 -0.6108

[9]
Formula: C13H20BClN6O3PRhTe
Source: the Open Molecules 2025 dataset
Level of theory: ωB97M-V with the def2-TZVPD basis set

Properties
2S+1: 5
relative energy (zero: lowest compared OMol25 entry of this formula, charge and spin): 0.0 kJ/mol
total charge: 0
maximum force: 0.33 eV Å⁻¹
E_tot: -61681.4192 eV
HOMO (alpha / beta): -8.07 / -8.32 eV

Positions of all 47 atoms, in Å:
Rh1 0.9318 0.9575 0.6375
C1 -0.9773 -1.7680 3.5849
C2 0.0576 -1.4573 2.6987
N1 -0.1012 -0.2315 2.2193
N2 -1.2252 0.2710 2.7661
C3 -1.7658 -0.6342 3.5944
B1 -1.6770 1.7192 2.4598
N3 -0.5328 2.6872 2.7970
C4 -0.4880 3.6399 3.7407
C5 0.7596 4.2284 3.7137
C6 1.4324 3.5552 2.6907
N4 0.6456 2.6374 2.1457
N5 -2.0403 1.8370 0.9620
C7 -3.2291 2.0683 0.3930
C8 -3.0814 2.0108 -0.9809
C9 -1.7285 1.7263 -1.1673
N6 -1.1100 1.6322 0.0042
H1 -1.1220 -2.6743 4.1446
H2 0.9132 -2.0394 2.3957
H3 -2.6646 -0.3981 4.1382
H4 -2.6418 1.9827 3.1264
H5 -1.3479 3.8239 4.3619
H6 1.1267 5.0224 4.3383
H7 2.4384 3.6778 2.3236
H8 -4.0940 2.2530 1.0075
H9 -3.8394 2.1531 -1.7296
H10 -1.1696 1.5763 -2.0763
C10 0.0721 -3.5613 -0.3711
C11 0.6059 -3.4054 -1.7716
O1 1.8368 -2.6206 -1.7613
P1 1.7434 -1.0623 -2.0331
O2 0.6814 -0.3923 -1.2266
Te1 3.9873 -0.2227 -1.7608
O3 1.3398 -0.9093 -3.5627
C12 2.1271 -1.5179 -4.6074
C13 1.3758 -1.3627 -5.9050
H11 -0.8152 -4.1970 -0.3832
H12 -0.2053 -2.5947 0.0438
H13 0.8175 -4.0243 0.2750
H14 -0.1215 -2.9224 -2.4279
H15 0.8908 -4.3588 -2.2149
H16 2.2952 -2.5682 -4.3589
H17 3.0954 -1.0106 -4.6467
H18 0.4016 -1.8478 -5.8511
H19 1.9433 -1.8221 -6.7152
H20 1.2262 -0.3105 -6.1427
Cl1 3.2331 0.4540 1.1313

[10]
Formula: C8H7N2O4
Source: the Open Molecules 2025 dataset
Level of theory: ωB97M-V with the def2-TZVPD basis set

Properties
relative energy (zero: lowest compared OMol25 entry of this formula, charge and spin): 0.0 kJ/mol
total charge: -1
maximum force: 4.76 eV Å⁻¹
E_tot: -19577.5301 eV
HOMO: -3.87 eV

Positions of all 21 atoms, in Å:
C1 -0.5105 -2.7446 1.4579
C2 -1.0702 -2.2168 2.4712
C3 0.1734 -2.0185 0.3343
C4 -1.5271 0.6244 1.5813
C5 0.8761 2.3939 -0.0115
C6 0.6731 1.5302 -0.9610
C7 -0.5504 1.3788 -1.8037
C8 1.8819 0.6519 -1.3780
N1 -0.7545 -0.2324 1.2624
N2 -0.0530 -0.7094 0.2197
O1 -1.5310 -1.8830 3.5046
O2 0.7844 -2.6209 -0.5507
O3 -2.3791 1.2123 2.1753
O4 1.0845 3.0133 0.9722
H1 -0.9019 -3.7650 1.0698
H2 -1.4533 1.8134 -1.2571
H3 -0.5951 0.2911 -1.9356
H4 -0.6004 1.8391 -2.7948
H5 1.8340 0.5382 -2.4320
H6 1.8488 -0.2553 -0.8438
H7 2.7702 1.1593 -1.0805

[11]
Formula: C15H45FN3O6
Source: the Open Molecules 2025 dataset
Level of theory: ωB97M-V with the def2-TZVPD basis set

Properties
total charge: -1
maximum force: 1.12 eV Å⁻¹
E_tot: -35757.3170 eV
HOMO: -5.47 eV

Positions of all 70 atoms, in Å:
F1 -7.5353 -19.9486 -7.6369
C1 -11.9929 -23.1482 -6.5010
C2 -11.2390 -21.9564 -7.0535
C3 -10.4034 -21.2429 -6.0225
O1 -9.4071 -22.0706 -5.4538
C4 -9.1969 -21.7927 -4.0978
N1 -10.4251 -22.3657 -8.2267
H1 -11.2976 -23.8166 -5.9880
H2 -12.5408 -23.7072 -7.2603
H3 -12.7195 -22.8290 -5.7446
H4 -11.9767 -21.2086 -7.3998
H5 -11.0481 -20.8282 -5.2371
H6 -9.9058 -20.3976 -6.5197
H7 -10.1256 -21.6305 -3.5209
H8 -8.6904 -20.8222 -3.9878
H9 -8.6593 -22.6244 -3.6531
H10 -11.0980 -22.8219 -8.8449
H11 -10.2320 -21.5004 -8.7440
C5 -7.0431 -19.7639 -11.8790
C6 -6.6277 -21.1452 -11.3389
C7 -5.5236 -20.9463 -10.3139
O2 -5.0403 -22.1290 -9.7391
C8 -4.0244 -22.7324 -10.4668
N2 -7.7425 -21.8754 -10.7254
H12 -7.6784 -19.9110 -12.7564
H13 -6.1739 -19.1584 -12.1370
H14 -7.6435 -19.2644 -11.1166
H15 -6.2699 -21.7695 -12.1664
H16 -5.9611 -20.3616 -9.4964
H17 -4.7414 -20.2876 -10.7247
H18 -3.1335 -22.0745 -10.5496
H19 -4.2955 -22.9755 -11.5034
H20 -3.6454 -23.6039 -9.9332
H21 -8.2134 -22.4217 -11.4388
H22 -8.4445 -21.2087 -10.4069
C9 -4.2416 -19.3584 -5.0783
C10 -4.6700 -20.7727 -5.4750
C11 -5.9018 -21.1628 -4.6711
O3 -6.2643 -22.5198 -4.8697
C12 -5.9281 -23.2974 -3.7481
N3 -4.9157 -20.9420 -6.9071
H23 -3.3730 -19.0512 -5.6647
H24 -3.9888 -19.3200 -4.0117
H25 -5.0415 -18.6339 -5.2533
H26 -3.8377 -21.4278 -5.1754
H27 -6.7356 -20.5511 -5.0275
H28 -5.7201 -20.8933 -3.6228
H29 -6.3547 -22.9164 -2.8132
H30 -4.8352 -23.3804 -3.6417
H31 -6.2900 -24.3091 -3.9427
H32 -5.6936 -20.3364 -7.1949
H33 -4.0800 -20.5767 -7.3582
C13 -8.4994 -17.0923 -6.1071
O4 -7.7685 -18.1870 -5.6049
H34 -9.5571 -17.3502 -6.2493
H35 -8.3961 -16.2638 -5.4050
H36 -8.1149 -16.7520 -7.0774
H37 -7.7505 -18.8719 -6.3079
C14 -5.4005 -17.3140 -8.0143
O5 -6.4928 -17.7585 -8.7680
H38 -5.6602 -17.0961 -6.9691
H39 -4.5889 -18.0554 -7.9923
H40 -5.0113 -16.3916 -8.4513
H41 -6.8887 -18.5520 -8.3403
C15 -10.1524 -18.5677 -9.5741
O6 -9.4250 -19.7328 -9.3170
H42 -10.9949 -18.7898 -10.2360
H43 -10.5493 -18.1067 -8.6595
H44 -9.5655 -17.7999 -10.1011
H45 -8.7006 -19.5729 -8.6540

[12]
Formula: C2H5NO3
Source: the Open Molecules 2025 dataset
Level of theory: ωB97M-V with the def2-TZVPD basis set

Properties
relative energy (zero: lowest compared OMol25 entry of this formula, charge and spin): 109.3 kJ/mol
total charge: 0
maximum force: 1.80 eV Å⁻¹
E_tot: -9787.0562 eV
HOMO: -10.34 eV

Positions of all 11 atoms, in Å:
O1 -2.3580 -0.6918 2.0921
C1 -1.8235 -1.2854 1.1988
N1 -0.5477 -1.0610 0.7329
C2 0.4149 -0.0318 0.9255
O2 0.1913 1.1367 0.9129
H1 -2.2981 -2.1197 0.6553
H2 -0.2774 -1.6218 -0.0654
H3 1.4334 -0.4081 0.7328
H4 1.9403 2.7784 -2.2334
H5 1.2721 1.4802 -2.6968
O3 2.0527 1.8243 -2.2547